C5H8O | ωB97M-V/def2-TZVPD

The geometry in XYZ format:
```
14
Properties=species:S:1:pos:R:3:forces:R:3
O -2.4634 -1.4996 0.4373 -0.1 0.2 0.3
C 0.2585 1.6259 -0.2018 -0.1 0.2 0.4
C -1.4395 -0.8775 0.5656 -0.4 -0.5 0.1
C 1.0377 -0.8120 0.3834 0.0 0.8 -0.6
C -0.2468 -1.1091 -0.2687 -0.8 -0.4 0.0
C 0.2555 0.2177 -0.7225 0.9 -0.1 0.5
H -0.4524 2.3428 -0.6276 -0.1 -0.3 0.0
H 0.9242 -0.8900 1.4908 0.0 1.6 -0.8
H -0.3359 -1.8716 -1.0282 -0.3 0.0 -0.1
H -1.3539 0.0098 1.2415 -0.1 -0.4 0.0
H 1.2673 1.9801 -0.4635 -0.3 0.2 0.2
H 2.0718 -0.9450 0.1461 0.1 -1.3 -0.9
H 0.2088 1.6081 0.8844 -0.2 0.4 0.0
H 0.2681 0.2205 -1.8367 1.5 -0.4 0.8
```
Forces are in eV/Å.

The lowest unoccupied orbital energy comes out at 1.02 eV. For the highest occupied orbital energy, the calculation gives -8.9158 eV. As for the SMILES: C[C@H]1C[C@H]1C=O. The frontier orbital gap comes out at 9.94 eV. The energy relative to the best compared isomer or geometry (same formula, charge and spin) comes out at 313.1 kJ/mol. The value obtained for the max |F| is 1.79 eV/Å.

=====

C5H8O | ωB97M-V/def2-TZVPD

The geometry in XYZ format:
```
14
Properties=species:S:1:pos:R:3:forces:R:3
O -2.2030 1.3033 0.7424 0.2 0.1 0.1
C 0.2876 0.2620 0.1725 0.2 0.1 -0.2
C -0.9096 -0.4198 -0.3729 0.2 0.0 0.2
C 2.7970 0.0487 -0.6249 0.0 0.0 -0.3
C 1.6279 -0.0563 0.0480 0.0 0.3 0.1
C -2.1655 -0.0674 0.4586 -0.1 -0.3 -0.1
H 3.6748 -0.3840 -0.1481 -0.1 0.4 -0.1
H -3.0796 -0.3159 -0.0924 0.2 0.0 0.0
H 2.0398 -0.0940 1.0680 -0.7 -0.8 0.7
H -1.0258 0.0702 -1.3606 0.2 0.0 0.1
H -0.8397 -1.5003 -0.5683 0.2 0.2 0.0
H -2.1633 -0.6736 1.3803 0.0 0.1 -0.1
H 2.9615 0.6703 -1.4935 -0.2 -0.3 -0.4
H -1.2841 1.5247 0.9833 -0.1 0.1 -0.1
```
Forces are in eV/Å.

The lowest unoccupied orbital energy (alpha / beta) comes out at -0.49 / -0.49 eV. For the highest occupied orbital energy (alpha / beta), the calculation gives -8.0999 / -8.0993 eV. The frontier orbital gap (alpha / beta) comes out at 7.61 / 7.61 eV. The energy relative to the best compared isomer or geometry (same formula, charge and spin) comes out at 488.8 kJ/mol. The value obtained for the max |F| is 1.22 eV/Å.

=====

C5H8O | ωB97M-V/def2-TZVPD

The geometry in XYZ format:
```
14
Properties=species:S:1:pos:R:3:forces:R:3
O 0.0318 0.0169 -2.5833 0.4 -0.5 0.1
C -0.9614 0.9128 0.0915 0.1 -0.1 -0.1
C 0.5988 -0.8391 -1.9547 -0.1 0.1 -0.3
C -1.4268 1.6723 -0.8653 0.0 -0.1 0.2
C -0.2371 -0.3974 2.2118 -0.1 0.0 0.1
C -0.3347 -0.0121 0.7671 0.0 0.1 -0.2
H -0.8779 2.5414 -1.2182 -0.1 0.0 0.2
H -0.7999 0.2513 2.8854 0.0 0.0 -0.2
H 1.6240 -0.7007 -1.5551 -0.1 0.0 -0.2
H 0.1207 -1.8105 -1.7200 0.0 0.1 -0.1
H -2.3328 1.4027 -1.4009 0.0 0.1 0.2
H 0.2585 -0.6651 0.1234 0.0 0.0 0.1
H 0.8187 -0.3909 2.5116 -0.2 0.0 0.0
H -0.5952 -1.4280 2.3343 0.0 0.2 0.1
```
Forces are in eV/Å.

The lowest unoccupied orbital energy comes out at 0.85 eV. For the highest occupied orbital energy, the calculation gives -9.4472 eV. As for the SMILES: C=C=CC.C=O. The frontier orbital gap comes out at 10.30 eV. The energy relative to the best compared isomer or geometry (same formula, charge and spin) comes out at 301.1 kJ/mol. The value obtained for the max |F| is 0.60 eV/Å.

=====

C5H8O | ωB97M-V/def2-TZVPD

The geometry in XYZ format:
```
14
Properties=species:S:1:pos:R:3:forces:R:3
O 1.0319 -0.2706 1.2721 0.6 -0.4 0.2
C -0.3946 1.5402 -0.3455 -1.4 -0.2 -2.3
C -0.9077 0.1618 -0.1393 0.8 -1.9 4.1
C -0.2375 -0.8372 1.0959 -1.7 2.6 -0.4
C -0.1124 -1.0577 -0.3452 0.3 -0.5 -0.8
C 1.3467 -0.6836 -0.0786 0.4 -0.2 -0.2
H 1.9844 -1.5656 -0.0444 0.1 0.0 -0.1
H -0.9144 -0.9941 1.9197 0.2 -0.6 0.0
H -0.4452 -1.8813 -0.9538 0.2 -0.2 -0.1
H -0.7098 2.2966 0.4086 -0.2 -0.5 -1.0
H -1.0296 1.2436 -1.2974 0.6 3.4 0.4
H 1.8042 0.1215 -0.6609 -0.1 -0.2 0.1
H -1.9908 0.1419 -0.0497 0.2 -0.6 -0.3
H 0.5748 1.7845 -0.7814 0.1 -0.6 0.6
```
Forces are in eV/Å.

The lowest unoccupied orbital energy comes out at 1.09 eV. For the highest occupied orbital energy, the calculation gives -7.5808 eV. The frontier orbital gap comes out at 8.68 eV. The energy relative to the best compared isomer or geometry (same formula, charge and spin) comes out at 449.4 kJ/mol. The value obtained for the max |F| is 4.54 eV/Å.

=====

C5H8O2 | ωB97M-V/def2-TZVPD

The geometry in XYZ format:
```
15
Properties=species:S:1:pos:R:3:forces:R:3
O -0.7646 0.7279 -1.6446 0.2 -0.1 -0.2
O -1.1352 -1.5458 -0.5337 -0.1 0.2 0.2
C -1.5072 0.7098 -0.4058 -0.2 -0.1 0.1
C 0.8867 0.6514 0.3311 1.0 0.0 -0.3
C -0.1746 1.3037 -0.4819 0.2 0.1 0.2
C -1.5053 -0.6165 0.2939 -0.7 -0.2 -0.2
C 1.7735 -0.3096 0.0739 -0.4 0.7 0.0
H -0.0241 -1.5544 1.8160 0.0 -0.2 0.2
H 2.4801 -0.5715 0.8499 -0.1 -0.1 0.0
H 0.7030 -1.6930 1.8160 0.0 -0.2 0.3
H 0.8873 1.0824 1.3281 0.1 0.1 0.0
H -0.9197 -1.1505 -1.4122 0.1 0.0 0.0
H 1.8178 -0.8897 -0.8366 0.0 0.2 -0.2
H -0.0854 2.3902 -0.5488 -0.1 -0.2 0.1
H -2.4063 1.3207 -0.3446 0.2 -0.1 -0.1
```
Forces are in eV/Å.

The lowest unoccupied orbital energy comes out at 0.58 eV. For the highest occupied orbital energy, the calculation gives -8.8749 eV. The frontier orbital gap comes out at 9.46 eV. The energy relative to the best compared isomer or geometry (same formula, charge and spin) comes out at 563.7 kJ/mol. The value obtained for the max |F| is 1.01 eV/Å.

=====

C5H8O2 | ωB97M-V/def2-TZVPD

The geometry in XYZ format:
```
15
Properties=species:S:1:pos:R:3:forces:R:3
O -1.6399 -1.0878 1.0905 -0.2 0.1 0.0
O 0.2730 1.3071 -0.2951 0.2 0.1 -0.1
C 0.5565 -0.0653 0.1579 0.3 0.2 0.1
C -0.9163 -0.2821 0.2397 0.1 0.1 -0.2
C -1.1067 1.1972 0.0865 -0.3 0.0 -0.2
C 1.8564 -0.0700 0.8832 0.0 -0.1 0.1
C -0.0397 -0.9463 -0.8789 -0.2 0.0 0.0
H -1.2970 1.7121 1.0440 0.1 -0.2 -0.2
H -2.5701 -0.8619 0.9585 0.1 -0.2 0.1
H 2.1387 -1.0193 1.3388 -0.2 0.0 -0.1
H 0.2487 -0.7241 -1.9105 -1.0 0.4 0.1
H -1.8356 1.5466 -0.6514 0.3 0.0 -0.1
H -0.1920 -2.0078 -0.7071 0.7 0.0 0.3
H 1.8431 0.7289 1.6290 0.1 -0.2 0.0
H 2.6077 0.1883 0.1264 0.0 -0.1 0.2
```
Forces are in eV/Å.

The lowest unoccupied orbital energy comes out at 0.76 eV. For the highest occupied orbital energy, the calculation gives -9.4165 eV. As for the SMILES: C[C@@]12C[C@]1(O)CO2. The frontier orbital gap comes out at 10.18 eV. The energy relative to the best compared isomer or geometry (same formula, charge and spin) comes out at 294.9 kJ/mol. The value obtained for the max |F| is 1.06 eV/Å.

=====

C5H8O2 | ωB97M-V/def2-TZVPD

The geometry in XYZ format:
```
15
Properties=species:S:1:pos:R:3:forces:R:3
O -1.0642 1.2852 -1.7440 -0.1 0.0 1.1
O 0.1365 1.1854 0.5490 1.6 0.8 1.9
C -0.9688 0.1590 -0.9652 -0.8 -1.3 0.2
C 0.9711 0.0436 0.2745 0.7 0.2 0.0
C 0.3585 -0.5541 -1.0205 -0.3 0.2 0.1
C 0.4052 -0.6757 1.4775 0.0 -0.2 -0.4
C -0.8308 0.1707 1.0871 0.8 1.7 -1.2
H 2.0133 0.3373 0.2295 0.2 -0.2 -0.1
H 0.9089 -0.2888 2.3837 -0.6 0.0 -0.3
H -0.2207 1.7605 -1.8438 -0.3 -0.4 0.5
H -1.9155 -0.3116 -0.9824 -0.5 -0.9 -0.8
H -1.3690 0.5923 1.9665 -0.4 -0.2 -1.1
H 0.4057 -1.7682 1.5094 -0.2 0.1 -0.2
H 0.9546 -0.2950 -1.9075 -0.3 0.1 0.2
H 0.2150 -1.6405 -1.0138 0.2 0.2 0.2
```
Forces are in eV/Å.

The lowest unoccupied orbital energy comes out at 0.96 eV. For the highest occupied orbital energy, the calculation gives -8.0010 eV. The frontier orbital gap comes out at 8.96 eV. The energy relative to the best compared isomer or geometry (same formula, charge and spin) comes out at 471.9 kJ/mol. The value obtained for the max |F| is 2.62 eV/Å.

=====

C5H8O2 | ωB97M-V/def2-TZVPD

The geometry in XYZ format:
```
15
Properties=species:S:1:pos:R:3:forces:R:3
O 1.3417 -1.6934 0.5307 -0.1 -0.2 -0.2
O 1.4208 0.8321 -0.4394 0.1 -0.1 -0.1
C 0.1589 0.3568 -0.0233 -0.2 0.0 0.1
C -0.5610 1.5350 0.6181 0.0 0.0 0.0
C -0.6040 -0.1795 -1.1809 -0.3 -0.2 -0.4
C 0.3487 -0.7943 0.9852 -0.1 0.1 0.2
C -1.2184 -0.6743 -2.0923 0.2 0.2 0.4
H -0.7113 2.3250 -0.1216 0.0 -0.1 0.1
H 0.0699 1.9264 1.4223 -0.1 -0.1 -0.1
H -1.7747 -1.0837 -2.9072 0.1 0.1 0.1
H 1.9530 0.0436 -0.6253 0.1 0.2 0.1
H 0.7081 -0.3893 1.9353 0.0 0.0 -0.2
H -1.5313 1.2366 1.0263 0.1 0.0 -0.1
H -0.6118 -1.3007 1.1576 0.2 0.1 0.0
H 0.9802 -2.1711 -0.2280 0.0 0.0 0.1
```
Forces are in eV/Å.

The lowest unoccupied orbital energy comes out at 0.82 eV. For the highest occupied orbital energy, the calculation gives -10.2800 eV. As for the SMILES: C#C[C@](C)(O)CO. The frontier orbital gap comes out at 11.10 eV. The energy relative to the best compared isomer or geometry (same formula, charge and spin) comes out at 216.3 kJ/mol. The value obtained for the max |F| is 0.53 eV/Å.

=====

C5H8O2 | ωB97M-V/def2-TZVPD

The geometry in XYZ format:
```
15
Properties=species:S:1:pos:R:3:forces:R:3
O 1.6055 0.7531 -2.2524 0.2 0.2 0.4
O -2.1249 0.7307 1.0827 0.2 0.2 -0.1
C 0.7399 -0.3471 -0.3286 0.2 -0.3 -0.3
C -0.7463 -0.3896 -0.7383 0.0 -0.2 -0.2
C 1.7382 0.4311 -1.0966 -0.1 0.6 -0.3
C -1.1798 -0.2565 0.7454 0.3 -0.4 -0.1
C 0.3099 -0.0312 1.1466 0.2 -0.1 0.0
H -1.0697 0.4622 -1.3514 0.2 -0.1 0.1
H -1.6023 -1.1743 1.1664 0.2 0.1 -0.2
H 2.7105 0.4797 -0.5510 0.0 0.4 -0.3
H -1.9050 1.5553 0.6292 0.0 -0.1 0.1
H -1.0450 -1.3089 -1.2414 -0.2 0.1 0.0
H 1.4033 -1.2350 -0.6060 -1.4 -0.3 1.3
H 0.4663 1.0117 1.4620 0.2 -0.2 -0.3
H 0.6995 -0.6814 1.9332 -0.1 0.1 -0.1
```
Forces are in eV/Å.

The lowest unoccupied orbital energy comes out at 0.74 eV. For the highest occupied orbital energy, the calculation gives -9.7744 eV. As for the SMILES: O=C[C@H]1C[C@@H](O)C1. The frontier orbital gap comes out at 10.51 eV. The energy relative to the best compared isomer or geometry (same formula, charge and spin) comes out at 181.6 kJ/mol. The value obtained for the max |F| is 1.94 eV/Å.

=====

C5H8O2 | ωB97M-V/def2-TZVPD

The geometry in XYZ format:
```
15
Properties=species:S:1:pos:R:3:forces:R:3
O -1.9009 0.5071 -1.5080 1.7 -0.6 -1.6
O -0.4239 -0.3210 0.0281 -1.0 0.2 0.7
C 0.7588 0.1845 0.7130 -0.2 0.1 0.3
C -2.3776 0.5355 1.3558 0.1 -0.1 -1.0
C -0.7368 0.0436 -1.7541 -2.4 1.1 -1.0
C 1.9492 -0.6527 0.2954 -0.3 0.0 0.0
C -1.6699 0.2268 0.4123 1.9 -0.6 1.8
H 0.0947 0.7340 -1.9678 0.1 -0.1 0.3
H 0.8764 1.2403 0.4477 0.0 -0.1 0.0
H 1.7991 -1.6955 0.5721 0.0 0.0 0.0
H 0.5544 0.1071 1.7811 0.1 0.0 -0.1
H -0.6228 -0.9607 -2.1799 0.1 -0.1 0.3
H -3.2592 0.9292 1.7914 -0.1 0.1 0.3
H 2.8441 -0.2802 0.7930 0.0 0.0 0.0
H 2.1144 -0.5980 -0.7802 0.0 0.0 0.0
```
Forces are in eV/Å.

The lowest unoccupied orbital energy comes out at 0.72 eV. For the highest occupied orbital energy, the calculation gives -9.1450 eV. The frontier orbital gap comes out at 9.86 eV. The energy relative to the best compared isomer or geometry (same formula, charge and spin) comes out at 563.1 kJ/mol. The value obtained for the max |F| is 2.81 eV/Å.

=====

C5H8O2 | ωB97M-V/def2-TZVPD

The geometry in XYZ format:
```
15
Properties=species:S:1:pos:R:3:forces:R:3
O 2.9075 0.8813 0.3441 1.6 0.6 -1.0
O 1.1584 0.1043 2.2191 0.1 -0.3 -0.6
C 0.1671 0.6172 0.0769 0.0 0.0 0.0
C -0.9202 -0.4580 0.0839 -0.1 -0.1 0.0
C -2.0542 -0.1480 -0.8817 -0.1 0.0 -0.1
C 1.2300 0.1030 1.0193 -0.4 -1.4 0.1
C 2.5806 -0.2897 0.2681 0.1 1.8 0.9
H -0.4518 -1.4183 -0.1729 -0.2 0.1 0.0
H -0.2415 1.5800 0.4101 0.2 -0.2 0.1
H 0.5738 0.7544 -0.9300 -0.1 0.0 0.1
H -1.6829 -0.0633 -1.9098 -0.1 0.0 0.1
H -1.2933 -0.5587 1.1102 0.0 0.0 -0.2
H -2.8112 -0.9372 -0.8581 0.1 0.1 0.0
H 3.3792 -0.9656 -0.1578 -1.3 -0.5 0.5
H -2.5416 0.7987 -0.6213 0.1 -0.1 0.0
```
Forces are in eV/Å.

The lowest unoccupied orbital energy comes out at 0.48 eV. For the highest occupied orbital energy, the calculation gives -9.4031 eV. As for the SMILES: CCCC(=O)C=O. The frontier orbital gap comes out at 9.89 eV. The energy relative to the best compared isomer or geometry (same formula, charge and spin) comes out at 219.8 kJ/mol. The value obtained for the max |F| is 2.03 eV/Å.

=====

C5H8O2 | ωB97M-V/def2-TZVPD

The geometry in XYZ format:
```
15
Properties=species:S:1:pos:R:3:forces:R:3
O 2.7638 -1.2960 0.0376 -0.7 0.4 -1.0
O -2.2531 2.1389 -1.1647 0.4 -0.3 0.2
C -0.2152 -0.0149 0.2549 -0.1 -0.3 0.4
C -1.4618 1.3695 -0.6984 -0.3 0.4 -0.3
C -0.3382 1.4992 0.3439 0.0 0.1 0.1
C -1.2178 -0.1376 -0.8824 -0.1 -0.1 -0.1
C 0.2956 -0.9160 1.0794 -0.6 0.2 0.1
H -2.0815 -0.7722 -0.6529 0.1 0.1 -0.2
H 0.5105 2.1017 -0.0087 -0.1 -0.2 0.0
H 0.1034 -1.9748 0.9321 0.1 0.1 0.0
H 2.0917 -0.6912 -0.3738 1.0 -0.7 0.7
H 0.8412 -0.6272 1.9692 0.1 0.0 -0.1
H -0.6573 1.8759 1.3219 0.0 0.0 -0.2
H 2.4569 -2.1599 -0.2764 0.3 0.2 0.2
H -0.8384 -0.3953 -1.8817 0.0 0.1 0.2
```
Forces are in eV/Å.

The lowest unoccupied orbital energy comes out at 0.57 eV. For the highest occupied orbital energy, the calculation gives -9.8173 eV. As for the SMILES: C=C1CC(=O)C1.O. The frontier orbital gap comes out at 10.39 eV. The energy relative to the best compared isomer or geometry (same formula, charge and spin) comes out at 189.7 kJ/mol. The value obtained for the max |F| is 1.43 eV/Å.

=====

no.,total energy (a.u.)
1,-270.43862
2,-270.37173
3,-270.44320
4,-270.38673
5,-345.59027
6,-345.69265
7,-345.62522
8,-345.72257
9,-345.73580
10,-345.59050
11,-345.72125
12,-345.73271